1.
Computed, not measured: a molecular structure, C19H15CoF11N4O5S2Te in a non-equilibrium geometry, with ωB97M-V/def2-TZVPD.

```
! RIJCOSX wB97M-V def2-TZVPD def2/J DEFGRID3
* xyz 1 5
Co -0.26388 0.05858 0.10134
C -2.81183 -1.63527 -1.67181
C -3.26140 -0.34583 -1.09772
C -4.49805 0.18330 -1.49362
C -4.95279 1.35945 -0.93950
C -4.17992 1.97575 0.03169
C -2.94606 1.42985 0.36223
N -2.50661 0.29079 -0.20517
C -2.05694 2.05615 1.34393
C -2.33064 3.25086 2.00920
C -1.40049 3.75875 2.90041
C -0.22914 3.06200 3.13082
C -0.01911 1.87172 2.43952
N -0.92234 1.39410 1.58329
C 1.15961 1.02758 2.61981
C 2.33609 1.46847 3.21210
C 3.38261 0.57109 3.33918
C 3.19438 -0.73835 2.95710
C 1.98818 -1.11039 2.34758
C 1.80008 -2.51204 1.89954
N 1.03025 -0.21869 2.14984
H -3.61382 -2.12811 -2.21467
H -2.44318 -2.29742 -0.89182
H -1.98695 -1.46370 -2.36261
H -5.09008 -0.34597 -2.22119
H -5.89429 1.78946 -1.24380
H -4.53165 2.87216 0.50967
H -3.24349 3.79403 1.83341
H -1.59717 4.68678 3.41547
H 0.50920 3.43184 3.82270
H 2.44584 2.49639 3.50549
H 4.33357 0.89816 3.72907
H 3.96337 -1.48183 3.10102
H 2.33867 -3.20186 2.54490
H 2.20559 -2.60046 0.89202
H 0.74490 -2.76814 1.87838
F 0.96906 -5.15559 -1.92870
C 0.59323 -4.41414 -0.90929
F 1.37475 -4.67785 0.12472
F -0.65747 -4.72274 -0.57583
S 0.53850 -2.60516 -1.44731
O -0.12944 -1.93921 -0.31801
O -0.19019 -2.65111 -2.66208
N 2.02091 -2.09215 -1.64311
S 1.91876 -0.78077 -2.51359
O 0.62175 -0.17400 -2.25809
O 2.98994 0.14613 -2.42391
C 1.90250 -1.39707 -4.29446
F 0.74408 -1.15000 -4.87603
F 2.12021 -2.70785 -4.28857
F 2.86982 -0.81691 -4.98118
F 1.37899 3.70101 -1.59323
Te 1.58041 1.78431 -1.39701
F 1.47779 2.01120 -3.29763
F 2.04567 0.22547 -0.16365
F 1.90427 2.50139 0.45365
F 3.43229 2.28614 -1.41140
O -0.15836 1.74969 -0.91309
*
```

Values from the calculation:
ΔE to the lowest compared entry with this formula, charge and spin: 64.6 kcal per mole
⟨S²⟩: 6.011
energy: -4873.59296 Ha



2.
Computed, not measured: a molecular structure, C19H15F3INO5SW in a non-equilibrium geometry, with ωB97M-V/def2-TZVPD.

```
! RIJCOSX wB97M-V def2-TZVPD def2/J DEFGRID3
* xyz 2 3
W -0.14975 -0.73873 -0.83941
C -2.14739 -2.63268 -1.30574
C -1.44665 -2.64976 -0.05927
C -0.24011 -3.32443 0.04162
C 0.44222 -3.77399 -1.05014
C -0.16794 -3.63404 -2.32366
C -1.41958 -3.03123 -2.45817
H -3.12231 -2.09640 -1.36584
H -1.95642 -2.39316 0.81650
H 0.21837 -3.20062 1.04084
H 1.42349 -4.15656 -0.91904
H 0.37418 -3.90808 -3.23501
H -1.88193 -3.02707 -3.42696
F 3.02316 0.65915 -4.34036
C 2.08490 1.19444 -3.62733
F 2.49499 1.61463 -2.46913
F 1.34945 2.07316 -4.26586
S 0.88803 -0.32206 -3.34198
O 1.50482 -1.15411 -2.25092
O 0.55609 -0.81097 -4.59995
O -0.34160 0.27820 -2.57334
I 4.07593 3.72007 5.49384
C 3.42083 2.59104 3.91298
C 2.72502 1.39630 4.36951
C 2.06816 0.62095 3.36246
C 2.09357 0.95483 1.95785
C 2.61871 2.20983 1.65987
C 3.28567 3.00548 2.60987
C 1.25333 0.16803 1.04135
O 1.21859 0.50813 -0.17647
O 0.56575 -0.92187 1.22520
H 2.82674 1.00255 5.38178
H 1.44694 -0.24824 3.68506
H 2.65443 2.55512 0.68158
H 3.78232 3.90726 2.22532
C -4.26694 1.81655 0.88360
C -3.32314 1.26788 1.71592
C -2.28802 0.51260 1.25336
N -1.89570 0.39296 -0.03707
C -2.81661 0.89807 -0.93923
C -3.91310 1.64687 -0.48680
H -5.03204 2.48757 1.28130
H -3.41300 1.42542 2.80926
H -1.55402 0.08958 1.91175
H -2.56101 0.84790 -1.96801
H -4.45846 2.17942 -1.30114
*
```

Values from the calculation:
ΔE to the lowest compared entry with this formula, charge and spin: 15.8 kcal per mole
⟨S²⟩: 2.017
energy: -2225.94589 Ha



3.
Computed, not measured: a molecular structure, C19H15F6FeN6O7S2, with ωB97M-V/def2-TZVPD.

```
! RIJCOSX wB97M-V def2-TZVPD def2/J DEFGRID3
* xyz 1 5
Fe -0.34834 -0.66195 0.25430
F 0.72077 -0.18721 3.20551
C 0.83559 -1.43225 3.71276
F 2.09834 -1.82214 3.53724
F 0.56744 -1.37866 5.00523
S -0.31019 -2.60947 2.85415
O -0.06316 -2.37707 1.41931
O 0.04194 -3.88449 3.35799
N -1.74404 -2.17001 3.27528
S -2.65279 -1.14613 2.50236
O -3.87520 -1.69598 2.03906
O -1.90449 -0.31302 1.53916
C -3.06685 0.06173 3.83606
F -1.96517 0.70092 4.22744
F -3.60178 -0.56568 4.86775
F -3.93049 0.94855 3.34890
O -2.90736 -0.91651 -6.92464
N -2.40537 -1.67555 -6.13368
O -2.01767 -2.79232 -6.39783
C -2.11742 -1.13262 -4.77836
C -2.47430 0.15454 -4.60202
C -2.25322 0.81627 -3.35405
C -2.63562 2.14749 -3.11388
C -2.40136 2.69780 -1.88006
C -1.77999 1.91450 -0.90039
N -1.40280 0.66801 -1.10832
C -1.64041 0.11365 -2.31683
C -1.26215 -1.27394 -2.51032
N -0.70177 -1.88714 -1.43966
C -0.37383 -3.16261 -1.52545
C -0.58301 -3.89907 -2.69107
C -1.13767 -3.29421 -3.78905
C -1.50141 -1.92923 -3.73072
H -2.93598 0.68789 -5.42151
H -3.11577 2.71771 -3.89798
H -2.69261 3.71167 -1.65089
H -1.60056 2.31193 0.09078
H 0.05681 -3.61094 -0.64157
H -0.30928 -4.94299 -2.71952
H -1.30251 -3.85614 -4.68963
N 1.41765 0.36455 0.12753
C 2.11258 1.01165 0.80017
N 2.89101 1.70994 1.54970
C 3.86864 1.07663 2.45585
C 5.23453 1.68647 2.18702
O 5.17927 3.09257 2.29535
C 4.32775 3.65167 1.32042
C 2.89685 3.18325 1.53461
H 3.86207 0.00131 2.28587
H 3.54971 1.28113 3.48060
H 5.58952 1.39729 1.18945
H 5.95050 1.33793 2.92997
H 4.66976 3.37494 0.31442
H 4.38651 4.73400 1.42692
H 2.23375 3.53270 0.74477
H 2.52358 3.52862 2.50152
*
```

Values from the calculation:
ΔE to the lowest compared entry with this formula, charge and spin: 3.5 kcal per mole
⟨S²⟩: 6.007
energy: -4247.28120 Ha



4.
Computed, not measured: a molecular structure, C19H15N2O5Ru in a non-equilibrium geometry, with ωB97M-V/def2-TZVPD.

```
! RIJCOSX wB97M-V def2-TZVPD def2/J DEFGRID3
* xyz 0 2
Ru 0.29536 -0.89754 0.07436
O 2.12777 -0.27845 -3.58903
C 1.76828 -0.54254 -2.33258
O 0.63648 -0.20826 -1.90484
C 2.66524 -1.21059 -1.45048
C 3.95379 -1.63571 -1.69832
C 4.67591 -2.29996 -0.71809
C 4.05022 -2.51896 0.51605
C 2.77059 -2.07042 0.73616
N 2.07162 -1.38861 -0.21819
C 2.01238 -2.10094 1.98385
O 2.45863 -2.71658 3.07651
O 0.94011 -1.48704 2.05871
H 1.39250 0.20196 -3.99788
H 4.37671 -1.44325 -2.67584
H 5.68536 -2.63643 -0.89456
H 4.59734 -3.03047 1.29936
H 3.27626 -3.19464 2.89088
N -1.88394 -0.93906 -0.62041
C -2.96361 -0.02797 -0.35578
C -4.26333 -0.47905 -0.55722
C -5.35092 0.32637 -0.27353
C -5.12691 1.59592 0.23655
C -3.83302 2.04134 0.44062
C -2.71199 1.26090 0.13378
C -1.34261 1.80006 0.41890
C -1.19899 3.18942 0.48636
C -0.03855 3.79292 0.93892
C 1.00522 2.99803 1.37908
C 0.89284 1.61787 1.26988
C -0.24339 0.98266 0.74604
H -2.06594 -1.87729 -0.25942
H -1.69622 -1.01141 -1.61615
H -4.40903 -1.48326 -0.93828
H -6.35716 -0.03792 -0.43297
H -5.96017 2.23560 0.49701
H -3.68925 3.01394 0.88905
H -2.01406 3.82248 0.16001
H 0.03650 4.87257 0.95948
H 1.91076 3.43977 1.77695
H 1.73564 1.01486 1.59036
O -0.18640 -2.69031 -0.02528
*
```

Values from the calculation:
ΔE to the lowest compared entry with this formula, charge and spin: 22.2 kcal per mole
⟨S²⟩: 0.771
energy: -1313.55631 Ha



5.
Computed, not measured: a single C19H15NO3 molecule in a non-equilibrium geometry, with ωB97M-V/def2-TZVPD.

```
! RIJCOSX wB97M-V def2-TZVPD def2/J DEFGRID3
* xyz 0 1
C -6.25967 -0.22554 -0.74301
C -5.06268 -0.37014 -1.29832
C -3.80707 -0.61781 -0.60032
C -2.68051 -0.98042 -1.34081
C -1.47078 -1.22316 -0.72548
C -1.34509 -1.09381 0.65270
C -0.00811 -1.31540 1.31243
N 1.02786 -0.55126 0.65724
C 0.92256 0.75997 0.32968
C -0.30338 1.56844 0.56502
O -1.02762 1.97604 -0.29842
O -0.50935 1.78931 1.86915
C 2.08057 1.19560 -0.29872
C 2.34373 2.55519 -0.70318
O 1.65758 3.51006 -0.42073
C 2.94942 0.05795 -0.36583
C 4.23286 -0.14688 -0.86760
C 4.78633 -1.40357 -0.76246
C 4.08981 -2.45519 -0.16294
C 2.82160 -2.27838 0.34772
C 2.25393 -1.01398 0.24262
C -2.45933 -0.73294 1.39823
C -3.67310 -0.50134 0.78288
H -6.42121 -0.28444 0.31986
H -7.13607 -0.04701 -1.34187
H -4.97403 -0.31914 -2.37639
H -2.75876 -1.07099 -2.41429
H -0.60978 -1.49818 -1.31831
H 0.26792 -2.37208 1.25496
H -0.06012 -1.02795 2.36929
H -1.27839 2.36930 1.98881
H 3.26969 2.67510 -1.29905
H 4.77681 0.66147 -1.33085
H 5.77780 -1.58587 -1.14882
H 4.55697 -3.42618 -0.09677
H 2.29865 -3.10009 0.81358
H -2.37061 -0.62282 2.47023
H -4.51968 -0.20673 1.38329
*
```

Values from the calculation:
ΔE to the lowest compared entry with this formula, charge and spin: 0.0 kcal per mole
energy: -1013.50819 Ha